16
Properties=species:S:1:pos:R:3 method="wB97M-V/def2-TZVPD" homo_lumo_gap_ev=10.871 smiles=CC[C@@H](O)CO e_homo_ev=-10.06
C -2.13 -0.71 -0.02
C -1.09 0.34 0.37
C 0.30 -0.16 -0.01
O 0.34 -0.34 -1.42
C 1.50 0.70 0.37
O 2.62 -0.06 -0.08
H -3.14 -0.40 0.26
H -2.10 -0.88 -1.09
H -1.91 -1.66 0.48
H -1.30 1.30 -0.13
H -1.12 0.53 1.45
H 0.45 -1.12 0.49
H 1.25 -0.59 -1.59
H 1.56 0.87 1.45
H 1.46 1.67 -0.14
H 3.31 0.52 -0.40

---

16
Properties=species:S:1:pos:R:3 method="wB97M-V/def2-TZVPD" homo_lumo_gap_ev=10.135 e_homo_ev=-9.12
C -1.03 1.99 0.28
O -2.03 1.17 -0.25
C -1.42 0.05 -0.67
C 0.03 -0.48 0.68
O 1.01 -0.69 -0.29
C 2.04 -1.55 0.11
H -1.51 2.80 0.85
H -0.42 1.18 0.81
H -0.36 2.38 -0.50
H -2.21 -0.69 -0.95
H -0.66 0.18 -1.45
H 0.57 -0.08 1.60
H -0.47 -1.37 1.05
H 2.65 -1.12 0.92
H 1.64 -2.51 0.45
H 2.67 -1.71 -0.77

---

16
Properties=species:S:1:pos:R:3 method="wB97M-V/def2-TZVPD" homo_lumo_gap_ev=8.741 e_homo_ev=-7.68
C -1.60 -0.52 -1.31
O -0.97 -0.04 -0.13
C -0.02 0.91 -0.37
C 0.36 1.56 0.93
C 1.67 -0.49 -0.42
O 1.01 -1.67 -0.18
H -2.06 0.31 -1.84
H -0.86 -1.01 -1.96
H -2.35 -1.25 -1.00
H 0.88 0.48 -1.03
H -0.45 2.25 1.18
H 1.28 2.14 0.83
H 0.47 0.86 1.78
H 2.29 -0.59 -1.32
H 2.22 -0.07 0.42
H 0.19 -1.44 0.30